# C18H31CsN3NbO

A structure of composition C18H31CsN3NbO in a non-equilibrium geometry (wB97M-V/def2-TZVPD, the Open Molecules 2025 dataset).

Last column: Mulliken charge in e.
CARTESIAN COORDINATES (ANGSTROEM)
N 0.844 -0.820 1.351  -0.453
C 1.815 -0.825 2.091  0.608
O 2.710 -0.855 2.863  -0.459
Cs -1.454 -2.408 3.030  1.058
Nb -0.175 0.178 -0.109  0.085
N -0.801 -1.445 -1.052  0.127
N 1.169 1.181 -1.188  0.466
C -0.474 -2.770 -1.610  1.074
C 2.622 1.228 -1.419  0.888
C -1.748 -3.600 -1.823  -1.662
C 0.211 -2.577 -2.966  -1.141
C 0.463 -3.508 -0.657  -1.255
C 3.270 1.949 -0.242  -1.356
C 2.970 1.982 -2.704  -1.699
C 3.158 -0.193 -1.513  -1.264
H -2.337 -3.696 -0.903  0.371
H -1.469 -4.612 -2.153  0.428
H -2.388 -3.168 -2.601  0.418
H -0.457 -2.073 -3.676  0.398
H 0.499 -3.557 -3.375  0.489
H 1.122 -1.974 -2.859  0.062
H 1.355 -2.918 -0.401  0.151
H 0.812 -4.431 -1.147  0.493
H -0.035 -3.799 0.284  0.182
H 2.884 2.972 -0.165  0.353
H 4.360 1.980 -0.384  0.451
H 3.055 1.423 0.696  0.192
H 2.741 3.051 -2.630  0.406
H 2.447 1.556 -3.566  0.414
H 4.050 1.893 -2.885  0.435
H 4.248 -0.152 -1.665  0.535
H 2.711 -0.714 -2.371  0.148
H 2.966 -0.768 -0.595  0.165
C -1.889 -0.686 -1.738  -0.688
H -1.879 0.402 -1.442  0.274
H -1.786 -0.726 -2.833  0.427
H -2.875 -1.092 -1.465  0.407
C 0.408 2.385 -1.586  -0.965
H -0.616 2.349 -1.164  0.278
H 0.897 3.309 -1.230  0.436
H 0.305 2.435 -2.683  0.346
C -1.452 1.275 1.250  -0.527
C -1.184 1.204 2.749  0.944
C -2.155 0.650 3.600  -1.263
C -1.887 0.463 4.950  -0.385
C -0.678 0.901 5.490  -0.514
C 0.273 1.496 4.664  -0.636
C 0.027 1.646 3.299  -0.408
H -2.441 0.870 0.965  0.363
H -1.373 2.296 0.836  0.381
H -3.141 0.396 3.182  0.593
H -2.656 0.028 5.601  0.481
H -0.501 0.821 6.565  0.437
H 1.204 1.879 5.091  0.434
H 0.758 2.147 2.650  0.478

E_HOMO: -0.5409 Eh
Frontier orbital gap: 7.1 eV
Total charge: +2

=====

# C16H40CrN5O9S2

A structure of composition C16H40CrN5O9S2 in a non-equilibrium geometry (wB97M-V/def2-TZVPD, the Open Molecules 2025 dataset).

Last column: Mulliken spin population.
CARTESIAN COORDINATES (ANGSTROEM)
Cr -0.017 -0.259 0.281  3.990
N -2.268 -1.693 -1.437  -0.002
O -1.357 -1.728 -0.554  -0.012
O -3.322 -2.284 -1.242  0.006
O -2.049 -1.067 -2.497  0.014
C 1.724 1.442 3.671  0.003
C 1.592 1.919 2.249  0.030
O 0.932 1.246 1.464  0.047
N 2.249 3.020 1.887  0.004
C 2.300 3.553 0.524  -0.014
H 2.390 0.578 3.663  0.000
H 0.738 1.148 4.023  0.001
H 2.133 2.173 4.368  0.000
H 2.859 3.452 2.560  -0.001
H 1.317 3.439 0.076  0.013
H 3.067 3.010 -0.025  0.002
H 2.553 4.609 0.562  -0.001
C 1.837 -2.278 -3.194  0.000
C 1.592 -2.515 -1.734  0.002
O 1.301 -1.596 -0.966  0.008
N 1.566 -3.784 -1.275  0.003
C 1.398 -4.973 -2.113  0.001
H 2.426 -3.049 -3.685  0.001
H 2.474 -1.391 -3.202  0.002
H 0.883 -2.104 -3.687  0.001
H 1.481 -3.913 -0.282  0.000
H 0.421 -4.986 -2.594  0.000
H 1.399 -5.820 -1.427  0.000
H 2.210 -5.134 -2.816  0.000
C 0.589 -2.982 3.754  0.002
C 1.395 -2.263 2.706  0.006
O 0.855 -1.632 1.806  -0.043
N 2.727 -2.351 2.791  0.002
C 3.650 -1.810 1.796  0.002
H 1.094 -3.899 4.067  0.000
H -0.392 -3.270 3.389  0.000
H 0.485 -2.375 4.654  0.000
H 3.134 -2.935 3.501  0.000
H 3.825 -0.763 2.042  0.000
H 3.314 -1.999 0.781  0.001
H 4.624 -2.288 1.895  0.000
C 1.361 2.726 -3.051  -0.064
C 0.626 1.534 -2.490  0.777
O 0.992 1.014 -1.310  0.633
N -0.503 0.949 -3.071  0.679
C -1.029 1.311 -4.349  -0.015
H 2.311 2.766 -2.521  0.013
H 0.837 3.667 -2.819  0.037
H 1.605 2.639 -4.111  0.022
H -0.835 0.058 -2.679  -0.127
H -1.516 2.291 -4.300  0.042
H -1.748 0.569 -4.685  -0.010
H -0.225 1.399 -5.088  0.038
C -3.900 -0.626 2.103  -0.025
S -2.380 -0.332 3.034  0.022
O -1.342 -0.191 1.968  0.083
C -2.738 1.372 3.532  0.027
H -4.077 0.209 1.430  0.025
H -4.771 -0.689 2.758  0.001
H -3.763 -1.567 1.573  0.000
H -1.802 1.735 3.967  0.003
H -3.539 1.653 4.214  0.003
H -2.863 2.022 2.661  0.000
C -4.048 1.351 -1.467  0.155
S -2.758 2.061 -0.324  0.975
O -1.727 0.896 -0.458  0.518
C -2.206 3.558 -1.211  0.050
H -4.420 0.465 -0.949  -0.001
H -3.604 1.032 -2.412  0.022
H -4.843 2.082 -1.543  0.015
H -1.305 3.911 -0.715  0.012
H -2.988 4.318 -1.220  0.026
H -1.929 3.367 -2.247  -0.003

<S²>: 20.021
E_HOMO (spin up / spin down): -0.2540 / -0.4253 Eh
Relative energy (zero: lowest compared OMol25 entry of this formula, charge and spin): 0.0 kcal/mol
Multiplicity: 9
Frontier orbital gap (spin up / spin down): 5.1 / 6.6 eV
Total charge: +1

=====

# C18H57N3O12

A cluster of 9 separate species, C18H57N3O12 in total in a non-equilibrium geometry (wB97M-V/def2-TZVPD, the Open Molecules 2025 dataset).

Last column: Mulliken charge in e.
CARTESIAN COORDINATES (ANGSTROEM)
C 0.786 -3.931 0.105  -0.887
O 1.400 -3.285 1.196  -0.678
C 0.921 -3.891 2.443  -0.615
C 1.885 -3.354 3.478  -0.436
N 3.272 -3.660 3.203  -0.251
C 3.637 -5.021 3.421  -0.513
C 5.072 -5.128 3.142  -0.640
O 5.282 -4.782 1.786  -0.293
C 6.701 -4.762 1.489  -0.784
H -0.285 -4.052 0.304  0.389
H 1.260 -4.904 -0.070  0.355
H 0.833 -3.287 -0.752  0.193
H 0.840 -4.967 2.338  0.517
H -0.066 -3.515 2.697  0.439
H 1.614 -3.557 4.513  0.516
H 1.788 -2.259 3.455  -0.158
H 3.582 -3.402 2.258  0.306
H 3.074 -5.789 2.834  0.246
H 3.480 -5.353 4.458  0.352
H 5.514 -6.106 3.310  0.488
H 5.530 -4.366 3.782  0.301
H 7.182 -5.683 1.836  0.316
H 7.238 -3.859 1.802  0.290
H 6.678 -4.818 0.415  0.245
C -3.217 1.485 2.065  -0.493
O -2.147 2.266 2.474  -0.417
C -1.088 2.521 1.604  0.346
C 0.186 2.527 2.429  -0.833
N 0.326 1.161 3.073  -0.502
C 1.421 1.140 4.072  -0.770
C 1.473 2.229 5.075  -0.643
O 2.279 3.274 4.494  -0.294
C 2.470 4.391 5.401  -0.766
H -3.940 1.431 2.892  0.268
H -2.915 0.451 1.843  0.208
H -3.680 1.897 1.169  0.214
H -1.138 3.461 1.068  0.457
H -1.038 1.681 0.856  -0.440
H 0.144 3.272 3.213  0.379
H 1.087 2.621 1.820  0.399
H -0.505 1.112 3.667  0.246
H 2.407 1.082 3.557  0.361
H 1.322 0.156 4.567  0.371
H 1.981 1.852 6.006  0.454
H 0.473 2.596 5.313  0.331
H 3.284 4.874 4.856  0.251
H 2.817 4.039 6.385  0.305
H 1.539 4.947 5.446  0.292
C -1.356 2.848 -7.422  -0.766
O -2.269 2.101 -6.671  -0.321
C -1.639 1.090 -5.904  -0.325
C -2.630 0.456 -4.943  -0.555
N -3.181 1.456 -4.068  -0.166
C -4.235 0.865 -3.182  -0.666
C -4.895 1.971 -2.445  -0.482
O -5.524 2.835 -3.374  -0.360
C -6.207 3.970 -2.966  -0.751
H -0.503 3.232 -6.849  0.314
H -1.924 3.680 -7.819  0.245
H -0.934 2.269 -8.235  0.299
H -0.865 1.565 -5.274  0.126
H -1.103 0.273 -6.467  0.363
H -2.053 -0.342 -4.438  0.111
H -3.392 -0.102 -5.474  0.544
H -3.604 2.201 -4.620  0.203
H -3.638 0.261 -2.504  0.356
H -4.997 0.299 -3.715  0.292
H -4.215 2.614 -1.874  0.230
H -5.678 1.559 -1.771  0.445
H -7.037 3.744 -2.270  0.275
H -6.616 4.510 -3.819  0.250
H -5.528 4.718 -2.503  0.296
O 2.355 -0.100 -0.982  -0.705
H 1.648 -0.383 -0.385  0.479
H 3.044 -0.757 -0.875  0.285
O -0.647 -2.437 -2.450  -0.623
H -0.078 -2.479 -3.224  0.305
H -0.908 -1.518 -2.329  0.332
O -0.925 2.350 -2.772  -0.729
H -0.377 3.055 -3.118  0.279
H -1.641 2.101 -3.360  0.455
O -1.777 -0.053 -0.856  -0.405
H -1.080 -0.361 -0.265  0.264
H -1.427 0.728 -1.288  0.223
O 0.395 -0.699 0.906  -0.563
H 0.291 -0.182 1.733  0.467
H 0.724 -1.636 1.051  0.506
O 1.246 0.280 -3.643  -0.632
H 0.682 1.051 -3.516  0.333
H 1.738 0.233 -2.809  0.349

SMILES: COCCNCCOC.COCCNCCOC.COCCNCCOC.O.O.O.O.O.O
E_HOMO: -0.3237 Eh
Relative energy (zero: lowest compared OMol25 entry of this formula, charge and spin): 0.0 kcal/mol
Frontier orbital gap: 9.5 eV

=====

# C37H40O4S4W

A structure of composition C37H40O4S4W in a non-equilibrium geometry (wB97M-V/def2-TZVPD, the Open Molecules 2025 dataset).

Last column: Mulliken charge in e.
CARTESIAN COORDINATES (ANGSTROEM)
W 0.833 1.678 0.094  0.244
C 0.538 2.008 4.547  0.276
C 0.107 3.316 3.923  -1.023
S 0.304 3.471 2.081  0.419
C 1.804 4.504 1.883  -1.064
C 3.110 3.752 2.008  -0.371
S 3.265 2.296 0.866  0.081
C 3.625 0.950 2.080  -0.837
C 2.453 0.597 2.979  1.088
S 2.334 1.686 4.471  -0.155
H 0.021 1.157 4.105  -0.685
H 0.289 2.047 5.608  0.569
H 0.624 4.171 4.356  0.510
H -0.966 3.446 4.070  0.557
H 1.772 5.293 2.637  0.616
H 1.677 4.955 0.894  0.323
H 3.244 3.356 3.019  0.194
H 3.939 4.420 1.757  0.531
H 4.505 1.245 2.659  0.608
H 3.896 0.097 1.452  0.421
H 2.591 -0.416 3.359  0.629
H 1.492 0.648 2.433  -1.454
C -3.469 -1.622 -2.617  -1.693
C -2.062 -2.019 -2.179  0.914
C -1.688 -3.417 -2.657  -1.683
O -1.962 -1.954 -0.761  -0.249
C -0.900 -1.145 -0.368  -0.614
C -0.426 -0.428 -1.668  -1.835
O -1.104 -1.080 -2.677  -0.357
C 1.135 -0.391 -1.938  2.701
O 1.603 0.590 -1.036  0.573
C 1.477 0.089 -3.349  -0.740
C 0.533 0.406 -4.319  -0.305
C 0.939 0.767 -5.593  -1.058
C 2.283 0.836 -5.910  -0.538
C 3.231 0.576 -4.933  -0.994
C 2.831 0.205 -3.662  -0.435
C 1.798 -1.719 -1.600  -0.223
C 2.211 -1.923 -0.286  -0.293
C 2.791 -3.118 0.096  -0.887
C 2.988 -4.114 -0.845  -0.758
C 2.614 -3.904 -2.161  -0.952
C 1.998 -2.721 -2.541  -0.016
C -1.380 -0.194 0.776  1.675
O -0.302 0.682 0.994  -0.236
C -1.664 -0.958 2.063  -0.333
C -1.659 -2.342 2.157  -0.453
C -1.807 -2.948 3.395  -1.032
C -1.958 -2.185 4.539  -0.751
C -2.021 -0.804 4.440  -0.509
C -1.883 -0.193 3.206  -0.914
C -2.600 0.620 0.376  0.342
C -3.839 -0.003 0.270  -0.624
C -4.946 0.740 -0.110  -0.762
C -4.838 2.100 -0.351  -0.796
C -3.610 2.727 -0.225  -1.380
C -2.494 1.985 0.126  0.560
H -4.182 -2.279 -2.131  0.378
H -3.557 -1.724 -3.693  0.473
H -3.686 -0.595 -2.337  0.330
H -2.441 -4.122 -2.318  0.451
H -0.720 -3.704 -2.252  0.342
H -1.638 -3.427 -3.740  0.367
H -0.084 -1.765 0.046  1.473
H -0.711 0.686 -1.634  1.732
H -0.521 0.355 -4.113  0.596
H 0.190 0.984 -6.341  0.487
H 2.589 1.097 -6.912  0.459
H 4.281 0.649 -5.172  0.467
H 3.575 0.007 -2.902  0.474
H 2.078 -1.119 0.449  0.161
H 3.094 -3.273 1.119  0.521
H 3.442 -5.045 -0.549  0.464
H 2.808 -4.664 -2.901  0.494
H 1.683 -2.563 -3.560  0.633
H -1.561 -2.955 1.277  0.704
H -1.800 -4.024 3.464  0.495
H -2.033 -2.660 5.504  0.460
H -2.187 -0.210 5.325  0.476
H -1.954 0.885 3.113  0.791
H -3.921 -1.059 0.474  0.508
H -5.899 0.249 -0.220  0.502
H -5.708 2.677 -0.628  0.458
H -3.515 3.788 -0.397  0.556
H -1.521 2.506 0.233  0.032
S 0.623 3.483 -1.138  -0.100

E_HOMO: -0.5106 Eh
Relative energy (zero: lowest compared OMol25 entry of this formula, charge and spin): 32.2 kcal/mol
Frontier orbital gap: 5.9 eV
Total charge: +2

=====

# C38H74BeF3O24

A structure of composition C38H74BeF3O24 in a non-equilibrium geometry (wB97M-V/def2-TZVPD, the Open Molecules 2025 dataset).

Last column: Mulliken charge in e.
CARTESIAN COORDINATES (ANGSTROEM)
Be 28.587 9.886 19.242  1.333
C 25.375 11.999 18.914  0.208
O 24.802 11.184 17.852  0.476
O 26.644 11.437 19.046  -0.550
C 25.315 13.530 18.769  1.087
F 25.313 14.151 19.958  -0.322
F 26.341 14.024 18.112  -0.258
F 24.192 13.978 18.163  -0.201
C 23.374 10.947 17.741  -0.271
C 22.946 10.512 16.357  -0.400
H 22.016 9.945 16.404  -0.022
H 22.973 11.370 15.685  0.493
H 23.635 9.751 15.991  -0.284
H 22.758 11.831 17.905  0.359
H 23.059 10.204 18.473  -0.100
H 24.888 11.707 19.844  -0.881
C 26.532 19.304 21.834  -0.668
C 25.953 17.919 21.522  -0.613
C 26.691 17.519 20.301  0.221
O 26.921 18.716 19.525  -0.396
C 26.767 19.836 20.407  -0.500
H 27.452 19.254 22.416  0.252
H 26.064 20.124 22.379  0.370
H 24.864 17.923 21.471  0.300
H 26.169 17.353 22.427  0.347
H 26.025 16.893 19.707  -0.141
H 27.638 17.029 20.529  0.241
H 25.811 20.281 20.129  0.255
H 27.529 20.611 20.320  0.339
C 22.194 17.089 16.478  -0.443
C 22.424 17.434 14.970  -0.394
C 23.591 18.421 14.961  -0.500
O 24.347 17.999 16.039  -0.445
C 23.481 17.487 17.145  0.379
H 21.889 16.057 16.650  0.081
H 21.354 17.659 16.875  0.321
H 21.563 17.633 14.331  0.434
H 22.808 16.516 14.526  0.089
H 23.334 19.479 15.012  0.277
H 24.265 18.468 14.105  0.278
H 23.305 18.234 17.919  0.299
H 23.872 16.573 17.593  -0.344
C 23.908 8.264 13.143  0.870
C 24.250 6.983 12.519  -0.646
C 22.934 6.381 12.218  -0.510
O 21.939 7.269 12.711  -0.371
C 22.562 8.564 12.741  -0.598
H 24.619 9.050 12.889  0.362
H 23.970 8.300 14.230  -0.839
H 24.783 6.300 13.179  0.172
H 24.897 7.135 11.655  0.345
H 22.797 5.382 12.633  0.366
H 22.913 6.296 11.131  0.260
H 22.150 9.316 13.414  0.209
H 22.504 8.981 11.736  0.394
C 19.845 10.983 21.893  -0.679
C 21.039 11.593 22.516  -0.581
C 22.028 11.456 21.367  0.404
O 21.211 11.764 20.263  -0.222
C 19.832 11.428 20.415  -0.214
H 18.977 11.458 22.351  0.399
H 19.894 9.916 22.110  0.136
H 21.340 11.180 23.479  0.352
H 20.888 12.668 22.621  0.327
H 22.449 10.459 21.237  -0.468
H 22.888 12.125 21.339  0.141
H 19.572 10.669 19.677  0.143
H 19.230 12.336 20.391  0.314
C 21.492 6.999 16.204  0.151
O 21.673 6.652 17.584  -0.381
C 21.238 7.469 18.578  0.872
O 20.556 8.452 18.481  -0.559
O 21.527 6.834 19.759  -0.394
C 21.224 7.314 21.042  -0.545
H 21.069 6.107 15.742  0.401
H 22.433 7.342 15.774  -0.166
H 20.748 7.794 16.152  -0.073
H 21.452 6.507 21.738  0.361
H 20.137 7.239 21.026  0.369
H 21.625 8.275 21.365  -0.016
C 25.294 7.028 17.580  -0.210
O 25.897 6.206 18.560  -0.387
C 26.735 6.737 19.370  0.494
O 27.121 7.914 19.374  0.149
O 27.152 5.797 20.182  -0.418
C 28.407 5.929 20.944  -0.421
H 25.908 7.230 16.702  0.025
H 24.979 8.003 17.952  0.074
H 24.376 6.580 17.199  0.277
H 29.163 5.948 20.159  0.301
H 28.593 5.007 21.495  0.293
H 28.321 6.731 21.678  0.018
C 19.302 12.564 16.894  -0.420
O 19.455 11.250 16.320  0.038
C 18.715 10.842 15.268  0.508
O 17.872 11.462 14.646  -0.584
O 18.967 9.532 15.177  -0.232
C 18.618 8.817 14.007  -0.730
H 18.299 12.716 17.290  0.365
H 19.650 13.353 16.227  0.332
H 19.930 12.550 17.785  -0.151
H 17.533 8.714 13.989  0.309
H 18.970 7.789 14.087  0.188
H 19.112 9.387 13.220  0.361
C 28.832 6.794 15.395  -0.556
O 28.080 7.950 14.943  -0.315
C 27.827 8.979 15.730  0.662
O 28.166 9.192 16.916  -0.419
O 27.152 9.802 14.995  -0.324
C 26.601 11.105 15.424  -0.207
H 28.941 5.990 14.667  0.239
H 28.361 6.413 16.301  0.173
H 29.824 7.189 15.614  0.315
H 27.264 11.894 15.070  0.431
H 26.620 11.240 16.505  -0.071
H 25.547 11.294 15.219  0.093
C 30.522 14.693 13.512  -0.720
O 29.486 14.479 14.501  -0.291
C 28.300 14.998 14.246  0.678
O 28.049 15.798 13.325  -0.615
O 27.328 14.530 15.071  -0.111
C 25.977 14.995 14.942  -0.735
H 30.105 14.915 12.531  0.333
H 31.121 13.788 13.404  0.255
H 31.269 15.460 13.718  0.286
H 25.661 15.427 13.992  0.429
H 25.716 15.830 15.593  0.318
H 25.363 14.173 15.309  0.134
C 25.251 9.248 22.250  -0.199
O 26.285 9.188 23.247  -0.325
C 27.513 9.272 22.792  0.592
O 27.890 9.504 21.631  -0.338
O 28.351 8.943 23.743  -0.356
C 29.778 8.928 23.577  -0.620
H 25.325 8.345 21.644  0.146
H 25.362 10.104 21.585  0.082
H 24.244 9.203 22.664  0.254
H 30.291 9.878 23.431  0.298
H 30.076 8.258 22.770  0.254
H 30.092 8.516 24.536  0.259

E_HOMO: -0.3875 Eh
Relative energy (zero: lowest compared OMol25 entry of this formula, charge and spin): 85.0 kcal/mol
Frontier orbital gap: 3.4 eV
Total charge: +1